Run one
ORCA calculation (the ωB97M-V functional and the def2-TZVPD basis) on a cluster of 2 separate species, C3H13N2 in total.

Geometry as ORCA input:
```
! RIJCOSX wB97M-V def2-TZVPD def2/J DEFGRID3
* xyz 1 1
C 1.86 1.17 0.03
N 1.25 0.43 1.13
H 1.45 2.25 -0.12
H 1.66 0.79 -0.90
H 2.98 1.28 0.20
H 1.70 -0.47 1.15
H 1.47 0.98 1.95
H -0.01 0.13 0.43
C -1.91 -0.99 0.47
N -0.96 -0.03 -0.18
C -0.46 -0.66 -1.45
H -1.16 -1.84 0.63
H -2.77 -1.17 -0.22
H -2.17 -0.59 1.47
H -1.18 0.98 -0.32
H -1.25 -1.40 -1.75
H -0.32 0.14 -2.21
H 0.66 -0.96 -1.27
*
```

Results
Frontier orbital gap ... 11.835 eV
Highest occupied orbital energy ... -14.79 eV
Lowest unoccupied orbital energy ... -2.96 eV

Atom charges from the Mulliken analysis, given in e for atoms 1 to 2:
1. C -0.98
2. N -0.54

Run two
ORCA calculation (the ωB97M-V functional and the def2-TZVPD basis) on a cluster of 2 separate species, C3H13N2 in total.

Geometry as ORCA input:
```
! RIJCOSX wB97M-V def2-TZVPD def2/J DEFGRID3
* xyz 1 1
C -2.30 -1.82 -0.74
N -1.63 -1.14 0.37
C -0.29 -0.71 0.02
H -2.70 -1.10 -1.45
H -1.64 -2.52 -1.27
H -3.12 -2.41 -0.33
H -1.58 -1.77 1.15
H 0.29 -1.54 -0.39
H 0.19 -0.20 0.86
H -0.44 0.10 -0.72
C 2.56 1.45 0.55
N 1.30 1.95 -0.10
H 2.55 0.36 0.47
H 3.40 1.78 -0.05
H 2.57 1.76 1.59
H 0.50 1.83 0.53
H 1.11 1.46 -0.97
H 1.34 2.97 -0.21
*
```

Results
Frontier orbital gap ... 8.466 eV
Highest occupied orbital energy ... -12.29 eV
Lowest unoccupied orbital energy ... -3.82 eV

Atom charges from the Mulliken analysis, given in e for atoms 1 to 2:
1. C -0.83
2. N -0.42

It is run two that is the most stable of them.

Run one
ORCA calculation (the ωB97M-V functional and the def2-TZVPD basis) on a cluster of 2 separate species, C3H13N2 in total.

Geometry as ORCA input:
```
! RIJCOSX wB97M-V def2-TZVPD def2/J DEFGRID3
* xyz 1 1
C -1.35 -0.28 -1.88
N -1.89 0.34 -0.59
H -2.19 -0.57 -2.56
H -0.71 -1.16 -1.69
H -0.70 0.45 -2.39
H -2.43 1.18 -0.80
H -2.59 -0.30 -0.21
C 1.91 -0.87 0.53
C 1.11 -0.05 1.54
N 0.27 1.03 0.90
H 2.58 -1.56 1.03
H 1.26 -1.50 -0.13
H 2.52 -0.21 -0.13
H 0.36 -0.65 2.05
H 1.75 0.43 2.27
H 0.79 1.46 0.11
H -0.08 1.68 1.57
H -0.61 0.57 0.39
*
```

Results
Frontier orbital gap ... 11.693 eV
Highest occupied orbital energy ... -14.75 eV
Lowest unoccupied orbital energy ... -3.06 eV

Atom charges from the Mulliken analysis, given in e for atoms 1 to 2:
1. C -0.76
2. N -0.73

Run two
ORCA calculation (the ωB97M-V functional and the def2-TZVPD basis) on a cluster of 2 separate species, C3H13N2 in total.

Geometry as ORCA input:
```
! RIJCOSX wB97M-V def2-TZVPD def2/J DEFGRID3
* xyz 1 1
C 1.53 -1.92 1.03
N 0.17 -1.32 1.18
H 2.26 -1.18 1.36
H 1.67 -2.41 0.07
H 1.55 -2.77 1.73
H 0.45 0.08 0.58
H -0.53 -1.98 0.85
H -0.12 -1.18 2.14
C -1.21 1.13 -1.92
C -1.12 1.40 -0.42
N 0.29 1.07 0.02
H -0.50 1.68 -2.53
H -2.23 1.24 -2.26
H -0.84 0.09 -2.01
H -1.73 0.71 0.16
H -1.31 2.41 -0.09
H 0.68 1.63 0.79
H 0.97 1.31 -0.69
*
```

Results
Frontier orbital gap ... 11.582 eV
Highest occupied orbital energy ... -14.66 eV
Lowest unoccupied orbital energy ... -3.08 eV

Atom charges from the Mulliken analysis, given in e for atoms 1 to 2:
1. C -0.89
2. N -0.68

It is run one that is the most stable of them.

Run one
ORCA calculation (the ωB97M-V functional and the def2-TZVPD basis) on the ion C2H5Br3NO with charge +1.

Geometry as ORCA input:
```
! RIJCOSX wB97M-V def2-TZVPD def2/J DEFGRID3
* xyz 1 1
N -0.96 -1.03 -0.06
C -0.69 0.34 -0.49
C 0.65 0.72 0.19
Br 1.32 2.55 -0.22
Br 0.31 0.68 2.24
O 1.46 -0.20 -0.33
Br 3.29 -0.20 0.20
H -0.15 -1.51 -0.25
H -1.76 -1.51 -0.41
H -1.21 -1.27 0.93
H -0.63 0.40 -1.53
H -1.60 1.02 -0.26
*
```

Results
Frontier orbital gap ... 8.710 eV
SMILES ... [NH3+]CC(Br)(Br)OBr
Highest occupied orbital energy ... -14.09 eV
Lowest unoccupied orbital energy ... -5.38 eV

Atom charges from the Mulliken analysis, given in e for atoms 1 to 2:
1. N -0.23
2. C -0.51

Run two
ORCA calculation (the ωB97M-V functional and the def2-TZVPD basis) on a cluster of 2 separate species, C2H5Br3NO in total.

Geometry as ORCA input:
```
! RIJCOSX wB97M-V def2-TZVPD def2/J DEFGRID3
* xyz 1 1
C -0.64 -0.48 0.74
C 1.67 0.22 -0.59
N -1.68 0.45 0.61
O 2.34 -0.77 -1.10
Br -0.91 -2.25 -0.19
Br 0.73 1.43 -1.78
Br 2.55 0.97 0.87
H -0.16 -0.45 1.74
H -1.27 1.35 0.16
H -2.16 0.67 1.45
H -2.41 0.02 0.01
H 1.94 -1.16 -1.91
*
```

Results
Frontier orbital gap (spin up / spin down) ... 8.719 / 6.634 eV
Highest occupied orbital energy (spin up / spin down) ... -13.11 / -11.81 eV
Lowest unoccupied orbital energy (spin up / spin down) ... -4.39 / -5.18 eV

Atom charges from the Mulliken analysis, given in e for atoms 1 to 2:
1. C -0.51
2. C 0.22

It is run one that is the most stable of them.

Run one
ORCA calculation (the ωB97M-V functional and the def2-TZVPD basis) on an isolated molecule of C20H33N3O4S.

Geometry as ORCA input:
```
! RIJCOSX wB97M-V def2-TZVPD def2/J DEFGRID3
* xyz 0 1
C 7.13 0.93 0.18
C 6.19 -0.25 -0.05
N 4.81 0.04 0.25
C 4.41 0.17 1.64
C 3.61 -1.05 2.09
S 4.02 1.08 -0.80
O 3.87 2.39 -0.22
O 4.66 0.97 -2.08
C 2.41 0.31 -0.86
C 2.26 -0.91 -1.49
C 1.04 -1.55 -1.45
C -0.07 -0.99 -0.79
N -1.26 -1.66 -0.70
C -1.99 -1.75 0.54
C -1.76 -3.14 1.16
O -2.14 -4.17 0.28
C -1.42 -4.10 -0.94
C -1.63 -2.73 -1.60
C 0.09 0.31 -0.25
N -1.00 1.03 0.29
C -2.20 1.21 -0.35
O -2.50 0.63 -1.36
C -3.07 2.21 0.40
C -4.56 2.24 0.00
C -4.71 2.73 -1.44
C -5.28 3.20 0.94
C -5.17 0.84 0.14
C 1.33 0.92 -0.26
H 6.79 1.77 -0.43
H 7.12 1.24 1.22
H 8.14 0.67 -0.10
H 6.49 -1.12 0.55
H 6.21 -0.53 -1.11
H 5.29 0.29 2.27
H 3.80 1.07 1.72
H 4.21 -1.95 2.00
H 3.32 -0.93 3.14
H 2.72 -1.17 1.49
H 3.11 -1.35 -1.98
H 0.95 -2.52 -1.91
H -1.66 -0.99 1.25
H -3.06 -1.62 0.34
H -2.37 -3.28 2.05
H -0.69 -3.25 1.42
H -1.80 -4.90 -1.57
H -0.35 -4.26 -0.75
H -1.08 -2.65 -2.53
H -2.70 -2.61 -1.82
H -0.73 1.73 0.97
H -2.64 3.20 0.24
H -3.00 1.99 1.47
H -4.31 3.73 -1.55
H -5.75 2.74 -1.73
H -4.17 2.07 -2.12
H -4.85 4.20 0.88
H -6.34 3.27 0.67
H -5.22 2.87 1.97
H -6.24 0.88 -0.07
H -4.70 0.16 -0.57
H -5.03 0.46 1.15
H 1.47 1.90 0.18
*
```

Results
Frontier orbital gap ... 8.254 eV
SMILES ... CCN(CC)S(=O)(=O)c1ccc(N2CCOCC2)c(NC(=O)CC(C)(C)C)c1
Highest occupied orbital energy ... -7.81 eV
Lowest unoccupied orbital energy ... 0.44 eV

Atom charges from the Mulliken analysis, given in e for atoms 1 to 2:
1. C -1.02
2. C -0.66

Run two
ORCA calculation (the ωB97M-V functional and the def2-TZVPD basis) on an isolated molecule of C20H33N3O4S.

Geometry as ORCA input:
```
! RIJCOSX wB97M-V def2-TZVPD def2/J DEFGRID3
* xyz 0 1
C -0.31 1.11 4.46
C -1.63 0.55 3.96
N -2.39 1.50 3.14
S -2.12 1.65 1.54
O -2.51 2.98 1.18
O -0.81 1.14 1.22
C -3.29 0.53 0.77
C -2.82 -0.91 0.84
O -3.13 -1.58 1.82
N -2.03 -1.38 -0.16
C -1.57 -0.64 -1.32
C -1.60 -2.77 -0.10
C -0.11 -2.99 0.25
C 0.04 -4.17 1.19
N 0.48 -1.79 0.82
C 1.82 -1.59 0.78
O 2.59 -2.43 0.33
C 2.32 -0.27 1.32
C 3.11 0.51 0.27
C 3.68 1.79 0.90
C 2.31 0.80 -0.98
C 1.43 1.87 -1.07
C 0.77 2.16 -2.26
C 0.96 1.38 -3.39
C 0.28 1.73 -4.70
C -1.11 1.11 -4.83
C 1.80 0.28 -3.29
C 2.46 -0.01 -2.11
H 0.21 0.37 5.08
H 0.34 1.37 3.63
H -0.47 2.00 5.07
H -1.48 -0.35 3.37
H -2.27 0.27 4.80
H -2.66 2.38 3.55
H -4.22 0.62 1.33
H -3.45 0.90 -0.24
H -1.80 0.41 -1.26
H -0.49 -0.72 -1.41
H -2.03 -1.06 -2.22
H -2.22 -3.28 0.64
H -1.80 -3.23 -1.07
H 0.46 -3.21 -0.66
H -0.43 -5.06 0.77
H 1.10 -4.39 1.36
H -0.44 -3.96 2.15
H -0.11 -1.02 1.10
H 1.49 0.34 1.70
H 2.98 -0.50 2.16
H 3.95 -0.12 -0.02
H 4.23 2.38 0.17
H 2.90 2.41 1.33
H 4.37 1.53 1.71
H 1.26 2.51 -0.21
H 0.11 3.02 -2.30
H 0.20 2.81 -4.78
H 0.91 1.39 -5.53
H -1.57 1.38 -5.78
H -1.06 0.02 -4.78
H -1.77 1.44 -4.03
H 1.97 -0.35 -4.16
H 3.13 -0.86 -2.05
*
```

Results
Frontier orbital gap ... 9.267 eV
SMILES ... CCNS(=O)(=O)CC(=O)N(C)C[C@H](C)NC(=O)C[C@H](C)c1ccc(CC)cc1
Highest occupied orbital energy ... -8.78 eV
Lowest unoccupied orbital energy ... 0.49 eV

Atom charges from the Mulliken analysis, given in e for atoms 1 to 2:
1. C -0.99
2. C -0.17

It is run two that is the most stable of them.

Run one
ORCA calculation (the ωB97M-V functional and the def2-TZVPD basis) on an isolated molecule of C4H4ClNOS.

Geometry as ORCA input:
```
! RIJCOSX wB97M-V def2-TZVPD def2/J DEFGRID3
* xyz 0 1
O 1.80 1.60 -0.15
C 0.45 1.77 -0.42
N -0.44 0.88 -0.07
C -0.19 -0.45 0.21
C 1.31 -0.86 0.40
S 1.88 -2.07 -0.50
C -1.18 -1.37 0.27
Cl -2.87 -0.74 -0.35
H -0.21 2.84 -0.79
H -1.59 1.02 -0.18
H 1.99 -0.10 0.80
H -0.96 -2.52 0.78
*
```

Results
Frontier orbital gap ... 8.027 eV
SMILES ... O=CN/C(C=S)=C\Cl
Highest occupied orbital energy ... -8.87 eV
Lowest unoccupied orbital energy ... -0.84 eV

Atom charges from the Mulliken analysis, given in e for atoms 1 to 2:
1. O -0.61
2. C 0.16

Run two
ORCA calculation (the ωB97M-V functional and the def2-TZVPD basis) on a structure of composition C4H4ClNOS.

Geometry as ORCA input:
```
! RIJCOSX wB97M-V def2-TZVPD def2/J DEFGRID3
* xyz 0 1
C 0.39 1.05 0.24
C 0.73 2.24 -0.27
C 0.92 1.83 2.53
C -0.08 -0.14 -0.58
N 0.61 0.86 1.58
O 1.07 1.63 3.71
S 1.20 3.39 1.80
Cl 0.55 3.39 -1.46
H 0.29 -0.23 -1.56
H -1.12 -0.10 -0.62
H 0.21 -1.10 -0.19
H 0.88 -0.21 1.84
*
```

Results
Frontier orbital gap ... 8.436 eV
Highest occupied orbital energy ... -9.08 eV
Lowest unoccupied orbital energy ... -0.64 eV

Atom charges from the Mulliken analysis, given in e for atoms 1 to 2:
1. C 0.73
2. C -0.19

It is run two that is the most stable of them.